[1]
DFT (wB97M-V/def2-TZVPD) results for C7H12 in the gas phase.

Its SMILES is CC1CC2(CC2)C1. For the energy relative to the best compared isomer or geometry (same formula, charge and spin), the calculation gives 119.6 kJ/mol.

Each line ends with the Löwdin charge.
CARTESIAN COORDINATES (ANGSTROEM)
1 C 1.863 -1.647 0.553  -0.08
2 C 1.001 -0.412 0.755  -0.35
3 C 0.812 0.520 -0.473  -0.08
4 C -0.696 0.479 -0.228  -0.44
5 C -1.597 1.669 -0.130  -0.09
6 C -1.805 0.644 -1.215  -0.09
7 C -0.536 -0.626 0.816  -0.08
8 H 2.915 -1.379 0.405  0.08
9 H 1.532 -2.206 -0.332  0.08
10 H 1.804 -2.322 1.415  0.08
11 H 1.351 0.153 1.626  0.13
12 H 1.286 1.506 -0.411  0.11
13 H 1.114 0.043 -1.414  0.11
14 H -1.191 2.636 -0.418  0.10
15 H -2.316 1.707 0.685  0.10
16 H -1.552 0.916 -2.237  0.10
17 H -2.660 -0.023 -1.126  0.10
18 H -0.835 -1.613 0.441  0.11
19 H -1.016 -0.459 1.786  0.11


[2]
DFT (wB97M-V/def2-TZVPD) results for 11 unconnected molecules or ions with the total composition C30H52F3O39S7 in a non-equilibrium geometry.

Its total charge is -1. As for the electronic energy: -195793.8676 eV.

Each line ends with the Löwdin charge.
CARTESIAN COORDINATES (ANGSTROEM)
1 C -0.212 0.386 1.556  -0.49
2 O 0.221 0.496 0.195  -0.14
3 O -1.563 0.052 1.409  -0.29
4 C 0.789 -0.616 2.300  -0.61
5 F 0.713 -1.910 1.926  0.11
6 F 2.044 -0.396 2.065  0.14
7 F 0.617 -0.416 3.614  0.11
8 C 0.254 1.873 -0.346  -0.22
9 C 0.500 1.587 -1.853  -0.10
10 H 1.295 0.893 -2.126  0.06
11 H -0.318 1.118 -2.401  0.06
12 H 0.760 2.488 -2.408  0.05
13 H 1.119 2.465 -0.046  0.09
14 H -0.603 2.529 -0.192  0.11
15 H -0.048 1.324 2.086  0.12
16 C 3.473 6.647 -6.835  -0.03
17 C 2.319 5.640 -6.978  -0.28
18 C 1.413 5.898 -8.226  -0.12
19 O 1.247 4.617 -8.700  0.04
20 C 2.123 3.692 -8.164  -0.50
21 O 2.267 2.544 -8.520  0.15
22 O 2.847 4.296 -7.191  0.08
23 H 4.124 6.691 -7.709  0.09
24 H 4.050 6.387 -5.948  0.08
25 H 3.011 7.617 -6.650  0.08
26 H 1.774 5.679 -6.035  0.14
27 H 1.973 6.505 -8.937  0.13
28 H 0.455 6.292 -7.884  0.14
29 C 6.955 2.698 2.006  -0.04
30 C 5.993 2.813 0.896  -0.35
31 C 6.013 4.155 0.213  -0.08
32 O 6.582 3.933 -1.076  0.09
33 C 6.892 2.677 -1.215  -0.52
34 O 7.573 2.230 -2.198  0.07
35 O 6.453 1.996 -0.145  0.09
36 H 6.799 1.715 2.450  0.09
37 H 6.697 3.405 2.795  0.09
38 H 7.997 2.824 1.712  0.10
39 H 5.035 2.549 1.343  0.16
40 H 6.557 4.925 0.760  0.14
41 H 4.987 4.458 0.002  0.14
42 C 5.115 -5.784 4.349  -0.03
43 C 4.879 -6.863 5.341  -0.30
44 C 4.160 -8.171 4.886  -0.10
45 O 4.992 -9.204 5.281  0.08
46 C 6.077 -8.698 5.910  -0.53
47 O 7.052 -9.325 6.388  0.09
48 O 6.087 -7.393 5.884  0.11
49 H 4.282 -5.101 4.180  0.09
50 H 5.360 -6.147 3.351  0.09
51 H 5.897 -5.067 4.603  0.09
52 H 4.283 -6.471 6.166  0.15
53 H 4.179 -8.163 3.796  0.13
54 H 3.143 -8.262 5.267  0.14
55 C -6.949 4.320 2.609  -0.24
56 C -5.977 3.954 1.483  -0.18
57 O -6.483 4.687 0.410  -0.21
58 S -8.119 4.710 0.403  0.80
59 O -8.616 3.336 0.151  -0.26
60 O -8.609 5.863 -0.417  -0.25
61 O -7.967 5.011 2.037  -0.20
62 H -6.551 4.883 3.453  0.14
63 H -7.339 3.411 3.066  0.13
64 H -6.060 2.873 1.368  0.13
65 H -4.962 4.297 1.685  0.14
66 C -1.408 -4.475 -1.155  -0.13
67 C -0.296 -3.902 -2.046  -0.26
68 O 0.288 -4.908 -2.691  -0.17
69 S 0.258 -6.288 -1.754  0.77
70 O 1.296 -6.147 -0.667  -0.28
71 O 0.196 -7.495 -2.592  -0.24
72 O -1.172 -5.884 -1.139  -0.22
73 H -2.387 -4.257 -1.583  0.13
74 H -1.343 -4.184 -0.107  0.13
75 H 0.370 -3.319 -1.410  0.13
76 H -0.745 -3.241 -2.788  0.14
77 C -6.473 -1.175 -1.933  -0.19
78 C -5.339 -0.455 -2.571  -0.12
79 O -5.074 -1.337 -3.751  -0.24
80 S -6.411 -2.166 -4.322  0.73
81 O -6.181 -3.612 -4.256  -0.26
82 O -6.823 -1.573 -5.581  -0.25
83 O -7.315 -1.657 -3.012  -0.21
84 H -7.106 -0.575 -1.280  0.13
85 H -6.072 -1.964 -1.297  0.13
86 H -4.432 -0.378 -1.972  0.14
87 H -5.754 0.490 -2.922  0.13
88 C -1.661 -6.066 4.453  -0.20
89 C -2.768 -5.022 4.801  -0.16
90 O -3.170 -5.326 6.111  -0.21
91 S -2.930 -6.926 6.447  0.74
92 O -4.061 -7.733 5.973  -0.26
93 O -2.530 -7.150 7.833  -0.25
94 O -1.637 -7.041 5.412  -0.19
95 H -0.688 -5.600 4.609  0.13
96 H -1.836 -6.489 3.464  0.14
97 H -3.661 -5.117 4.182  0.13
98 H -2.338 -4.026 4.906  0.14
99 C 6.094 -3.301 -3.287  -0.17
100 C 5.118 -2.622 -4.219  -0.21
101 O 5.420 -3.101 -5.511  -0.20
102 S 5.615 -4.748 -5.371  0.78
103 O 6.516 -5.144 -6.485  -0.26
104 O 4.335 -5.482 -5.178  -0.26
105 O 6.385 -4.528 -3.932  -0.21
106 H 5.698 -3.459 -2.284  0.14
107 H 7.013 -2.716 -3.271  0.13
108 H 5.229 -1.538 -4.208  0.14
109 H 4.088 -2.881 -3.977  0.13
110 C -5.015 0.270 5.786  -0.18
111 C -3.717 1.090 5.937  -0.20
112 O -3.835 1.721 7.160  -0.19
113 S -5.410 1.931 7.631  0.71
114 O -5.839 3.304 7.660  -0.23
115 O -5.625 1.083 8.764  -0.23
116 O -5.974 1.174 6.258  -0.22
117 H -5.038 -0.572 6.477  0.13
118 H -5.257 0.010 4.755  0.14
119 H -3.466 1.731 5.092  0.14
120 H -2.890 0.399 6.099  0.14
121 C -1.449 7.997 -1.508  -0.20
122 C -0.904 8.441 -2.877  -0.21
123 O -1.222 7.364 -3.676  -0.20
124 S -2.748 6.792 -3.366  0.76
125 O -2.783 5.327 -3.305  -0.24
126 O -3.771 7.516 -4.108  -0.24
127 O -2.680 7.388 -1.790  -0.21
128 H -1.682 8.847 -0.866  0.13
129 H -0.840 7.302 -0.929  0.13
130 H 0.176 8.580 -2.842  0.14
131 H -1.388 9.369 -3.182  0.13


[3]
DFT (wB97M-V/def2-TZVPD) results for 2 unconnected molecules or ions with the total composition C36H14F19OSi in a non-equilibrium geometry.

Its total charge is +1. For the energy relative to the best compared isomer or geometry (same formula, charge and spin), the calculation gives 41.9 kJ/mol.

Each line ends with the Löwdin charge.
CARTESIAN COORDINATES (ANGSTROEM)
1 C -1.337 0.082 -1.071  -0.02
2 C -0.182 -0.686 -0.528  -0.41
3 C -0.074 -2.039 -0.607  0.07
4 O 0.817 0.086 -0.028  -0.10
5 Si 1.492 0.222 1.510  0.75
6 C 2.883 1.454 1.440  -0.06
7 C 3.880 1.488 2.416  -0.18
8 F 3.821 0.610 3.452  0.09
9 C 4.952 2.375 2.374  -0.11
10 F 5.905 2.332 3.326  0.12
11 C 5.043 3.291 1.324  -0.10
12 F 6.093 4.127 1.246  0.14
13 C 4.053 3.304 0.343  -0.11
14 F 4.130 4.169 -0.686  0.12
15 C 2.991 2.406 0.426  -0.17
16 F 2.029 2.482 -0.525  0.09
17 C 0.305 0.860 2.809  -0.06
18 C 0.304 0.438 4.141  -0.18
19 F 1.221 -0.470 4.560  0.10
20 C -0.603 0.912 5.084  -0.12
21 F -0.630 0.372 6.317  0.13
22 C -1.499 1.922 4.734  -0.10
23 F -2.387 2.383 5.633  0.14
24 C -1.490 2.413 3.430  -0.12
25 F -2.335 3.396 3.066  0.12
26 C -0.607 1.870 2.502  -0.17
27 F -0.645 2.357 1.230  0.08
28 C 2.041 -1.514 1.881  -0.08
29 C 3.291 -1.995 1.490  -0.17
30 F 4.143 -1.172 0.818  0.10
31 C 3.695 -3.304 1.723  -0.11
32 F 4.916 -3.711 1.328  0.13
33 C 2.818 -4.195 2.338  -0.10
34 F 3.189 -5.466 2.563  0.14
35 C 1.544 -3.765 2.699  -0.12
36 F 0.646 -4.623 3.223  0.11
37 C 1.183 -2.449 2.457  -0.21
38 F -0.102 -2.096 2.742  0.08
39 H -1.699 -0.389 -1.991  0.09
40 H -2.174 0.067 -0.360  0.07
41 H -1.042 1.121 -1.260  0.10
42 H 0.858 -2.539 -0.341  0.08
43 H -0.820 -2.599 -1.155  0.05
44 F -4.349 -4.049 5.012  0.07
45 C -3.664 -4.289 3.842  -0.20
46 C -3.039 -5.528 3.692  0.13
47 C -2.340 -5.726 2.500  -0.21
48 F -1.698 -6.928 2.314  0.07
49 C -2.255 -4.771 1.499  0.07
50 C -2.979 -3.554 1.638  -0.19
51 C -3.130 -2.670 0.524  0.07
52 C -4.193 -1.779 0.418  -0.04
53 C -4.489 -1.039 -0.725  0.05
54 C -5.516 -0.056 -0.786  -0.18
55 C -5.799 0.637 -1.999  0.08
56 C -6.836 1.556 -2.032  -0.20
57 F -7.082 2.243 -3.200  0.07
58 C -7.648 1.839 -0.928  0.13
59 C -7.351 1.153 0.249  -0.20
60 F -8.115 1.403 1.368  0.07
61 C -6.319 0.232 0.356  0.08
62 C -3.628 -3.294 2.877  0.07
63 H -3.068 -6.286 4.467  0.15
64 H -1.696 -4.956 0.581  0.14
65 H -2.506 -2.841 -0.347  0.10
66 H -4.877 -1.717 1.266  0.10
67 H -3.933 -1.242 -1.645  0.14
68 H -5.204 0.426 -2.889  0.14
69 H -8.466 2.549 -0.978  0.15
70 H -6.137 -0.277 1.301  0.13
71 H -4.110 -2.333 3.054  0.13